Entry 1:
Here is C3H6N4 in the gas phase in a non-equilibrium geometry from the OMol25 dataset. Energies are from wB97M-V/def2-TZVPD.

```
13
Properties=species:S:1:pos:R:3:forces:R:3
H 1.6020 1.9262 -0.0642 0.48 -0.50 0.32
N -1.2998 1.2277 -0.0127 0.32 2.10 -0.84
N -1.2840 -1.6164 0.1505 -0.27 -0.75 -2.24
C -0.0629 -0.9026 -0.0764 -1.45 0.90 1.86
H -1.0695 2.1425 -0.4580 -0.93 -0.73 0.58
H -1.6047 1.4083 0.9341 -0.21 0.14 0.10
N 1.1526 -1.3803 0.0479 -0.05 0.87 -0.53
H -1.3041 -2.5280 -0.3913 0.15 1.41 1.03
C 1.2341 0.9093 0.0484 -1.00 0.43 -0.45
H -2.0934 -1.0432 -0.2189 1.40 -0.71 0.58
H 2.8891 -0.4444 -0.0341 0.78 0.47 -0.03
N 1.9267 -0.2411 0.0695 0.15 -1.35 0.01
C -0.0861 0.5420 0.0053 0.65 -2.30 -0.40
```
Positions in Å, forces in eV/Å.

2S+1: 1
SMILES: Nc1c[nH]nc1N
HOMO in eV: -8.16
M in g/mol: 98.1
Energy relative to the best compared isomer or geometry (same formula, charge and spin) in kcal/mol: 23.0
Energy in eV: -9167.85780
Gap between HOMO and LUMO in eV: 9.138

---

Entry 2:
Here is 6 unconnected molecules or ions with the total composition H12O5S2 in a non-equilibrium geometry from the OMol25 dataset. Energies are from wB97M-V/def2-TZVPD.

```
19
Properties=species:S:1:pos:R:3:forces:R:3
O 1.8315 0.7866 0.5935 1.80 -1.21 -2.08
H 0.5662 5.6794 1.5503 0.34 1.78 -2.07
H 2.7480 3.5671 1.1381 -1.94 -1.57 -1.81
O -0.5594 -0.4177 2.8228 -0.43 -0.42 1.30
H -0.0329 4.6284 2.2437 1.27 0.62 1.18
O 0.6877 5.3115 2.3914 -1.62 -2.31 0.82
H 2.9008 4.8069 1.9299 0.82 -1.42 -0.11
H -0.6088 0.3574 2.2920 0.10 0.74 -0.79
O 0.9652 -2.2472 0.8697 0.69 0.19 0.02
H -2.8360 -1.4419 -1.2160 -1.16 0.33 0.53
H 1.7893 -1.7239 0.7812 -0.76 -0.59 0.02
H 2.3094 0.7004 1.4270 0.11 0.09 -0.02
S -2.0374 -2.8658 -3.2097 0.31 0.92 0.11
H 2.4763 0.4073 -0.1275 -1.82 1.25 2.15
H 1.2039 -3.1817 0.7676 0.02 0.45 0.06
S -1.6045 -1.3787 -1.6208 0.42 -1.94 -1.35
H -2.6245 -3.9996 -2.7263 0.42 0.68 0.71
O 3.3712 3.9609 1.6783 1.11 2.81 1.96
H 0.0087 -1.0400 2.3811 0.32 -0.40 -0.63
```
Positions in Å, forces in eV/Å.

2S+1: 1
SMILES: SS.O.O.O.O.O
HOMO in eV: -9.11
M in g/mol: 156.2
Energy relative to the best compared isomer or geometry (same formula, charge and spin) in kcal/mol: 42.3
Energy in eV: -32101.54011
Gap between HOMO and LUMO in eV: 8.766

---

Entry 3:
Here is a molecular structure, C31H19Cl4N3O8PtS4 from the OMol25 dataset. Energies are from wB97M-V/def2-TZVPD.

```
70
Properties=species:S:1:pos:R:3:forces:R:3
C 2.0388 -3.6781 -0.1979 0.02 0.07 -0.12
C 1.5205 -0.2754 -6.4306 0.03 0.01 0.03
Cl 2.0376 -0.7755 5.3781 -0.01 0.02 -0.01
C -1.2055 1.1747 3.1275 0.01 0.04 -0.04
O 2.6487 -1.4677 0.4795 0.09 0.21 0.02
S -1.6864 3.0818 -0.2758 -0.01 0.02 0.02
C 1.8703 -0.1578 -2.0895 0.00 0.08 -0.01
H 1.0299 -3.2923 -0.2210 0.04 -0.03 -0.04
O -2.5660 1.5509 -8.6334 -0.01 0.01 0.00
S -2.6255 0.1991 -8.0895 0.01 0.02 0.01
C -0.4809 -0.1330 -1.9309 0.03 0.02 -0.03
H 2.0694 -0.3335 -8.4991 0.01 0.00 0.01
C 0.5484 -0.1601 -4.1256 0.00 0.01 -0.07
N 0.0364 -0.1125 -8.2949 0.02 0.01 0.00
C -1.9451 0.7447 5.2874 0.04 -0.01 0.02
S 1.8503 2.4137 3.2945 -0.03 -0.03 -0.03
C 0.4105 -1.7137 3.4162 0.00 0.01 -0.04
O 4.0734 -3.1113 0.9264 0.01 0.02 -0.11
C -1.1186 -2.7018 1.6522 0.07 -0.16 0.06
Cl 2.5447 -3.8630 -1.8926 0.01 -0.03 0.01
C 1.7021 2.1168 0.7720 0.03 0.06 -0.04
C -0.6015 -0.1407 -3.2819 0.01 0.04 0.02
C -2.8871 0.0768 4.5714 -0.01 0.01 -0.06
C -0.9848 1.3896 4.4542 0.02 -0.07 -0.01
H -0.1630 1.9620 4.8518 0.04 0.04 0.00
H -1.6144 4.0777 3.1821 0.00 -0.01 0.00
C -0.5626 1.6785 1.8433 0.03 0.09 -0.04
C 1.8013 -0.1627 -3.4453 0.00 0.02 0.00
O -3.5348 0.0432 -6.9687 0.00 0.01 0.00
H -1.3405 -0.0963 -1.2785 -0.01 -0.03 0.01
H -2.8217 5.1610 -0.8454 -0.01 0.00 0.00
H 3.8145 2.5664 0.2899 0.00 0.01 -0.01
C 1.2571 -0.2440 -7.7807 -0.04 0.00 -0.03
C 0.0869 -2.5791 5.6972 -0.02 0.00 -0.02
H 2.7338 -0.1494 -3.9929 0.01 -0.02 0.02
H 2.5315 -0.4008 -6.0693 0.01 0.01 -0.02
C -2.3614 4.9819 1.2946 0.00 0.00 0.03
O 1.0511 -0.8910 2.6786 -0.03 0.06 0.04
Cl 1.9787 -5.2442 0.6311 -0.02 -0.01 0.04
C 3.0510 2.4779 1.0485 0.00 0.00 -0.02
Cl -1.8192 -4.3786 6.4163 0.01 0.01 -0.01
Pt 0.8596 -0.5086 0.6570 0.07 -0.15 0.00
H -1.9136 0.7676 6.3679 0.00 0.00 0.00
N -0.8202 -0.0357 -6.0808 0.01 0.00 0.00
O -0.5888 -2.3176 0.6146 -0.20 0.31 -0.04
H -1.5805 -0.1146 -3.7405 -0.01 -0.02 0.02
H -2.0644 -3.2589 1.5515 0.05 -0.07 -0.02
H -2.7712 5.9084 1.6721 0.00 0.01 -0.01
C 0.9244 2.0353 1.9030 -0.03 0.01 0.13
C 0.7449 -1.7765 4.8095 0.01 0.01 -0.01
H 1.3008 2.0034 -0.2256 -0.02 0.01 -0.01
C 0.4227 -0.1571 -5.5590 -0.02 -0.01 0.03
C -2.3968 4.6170 -0.0172 0.02 -0.02 -0.01
C -0.9483 -0.0181 -7.3937 -0.01 -0.02 0.01
C -1.7402 3.9964 2.1109 0.00 0.04 0.01
C -0.6484 -2.5773 3.0109 -0.05 0.10 -0.01
H 0.3789 -2.5822 6.7382 0.01 0.01 0.00
H 2.8170 -0.1646 -1.5679 0.00 -0.03 0.01
H -3.7093 -0.5128 4.9445 0.00 0.00 0.01
O -0.7299 0.7183 0.8371 0.04 -0.23 0.14
C -1.3356 -3.3740 3.9461 -0.01 0.01 0.01
C 3.0226 -2.7051 0.4856 -0.14 -0.12 0.19
H -2.1567 -3.9919 3.6040 0.00 -0.01 0.00
C -0.9725 -3.3814 5.2594 -0.02 -0.01 0.02
C -1.3199 2.9201 1.3913 -0.01 -0.05 -0.09
S -2.6155 0.2144 2.8876 0.02 -0.04 0.02
C 3.2680 2.6863 2.3704 -0.02 -0.05 0.07
N 0.7478 -0.1228 -1.2966 -0.01 -0.16 -0.05
O -2.7324 -0.8465 -9.0962 0.01 -0.02 0.00
H 4.1894 2.9443 2.8667 0.01 0.00 -0.01
```
Positions in Å, forces in eV/Å.

2S+1: 3
HOMO (alpha / beta) in eV: -0.76 / -3.08
M in g/mol: 1026.7
Energy relative to the best compared isomer or geometry (same formula, charge and spin) in kcal/mol: 6.8
Energy in eV: -149984.32483
Total charge: -2
Expectation value of S²: 2.0266
Gap between HOMO and LUMO (alpha / beta) in eV: 3.793 / 5.413

---

Entry 4:
Here is a molecular structure, C15H31IP2Pt in a non-equilibrium geometry from the OMol25 dataset. Energies are from wB97M-V/def2-TZVPD.

```
50
Properties=species:S:1:pos:R:3:forces:R:3
H 1.9609 0.9956 -5.7680 0.13 -0.09 0.59
C 0.6101 -0.4826 -7.1373 -0.18 -1.06 0.42
C 2.0729 -3.1389 -3.6101 0.87 1.88 0.71
H 1.4008 2.9711 -6.5117 -1.61 -0.34 0.01
H -0.1512 0.3215 -3.5651 0.75 -1.38 -2.58
Pt 0.7649 -1.5478 -0.5034 0.37 3.42 -1.53
C 0.0966 0.1721 -5.0028 3.94 -3.61 6.89
H -2.9424 -0.5480 -3.8945 2.25 1.93 -0.33
H -0.2369 -3.7782 -2.3142 -0.76 -0.20 -0.60
H 2.1131 -3.6025 -4.6155 -0.91 0.59 0.51
C -2.4147 0.4643 -4.2730 0.15 0.36 2.10
P -0.7147 2.0577 -5.2470 -2.52 6.16 -6.84
H 1.9861 -1.7856 -5.9388 -1.00 0.97 0.11
H -1.5295 -2.7295 -2.9824 0.01 -0.60 -0.08
H -0.5373 -3.8274 -4.0990 0.19 1.04 0.78
H -1.6642 -0.2276 -6.2012 0.52 1.76 0.63
C 0.2608 3.0602 -6.5440 1.75 -0.07 -2.02
I 1.4062 0.9924 -0.1630 0.00 -0.53 0.55
C 0.7309 2.7311 -4.1795 0.45 -3.30 6.02
H 2.8309 1.8363 -3.4170 -2.38 -0.28 -0.35
H 0.9527 -3.8992 0.5583 1.02 -0.28 0.97
C -0.5511 -3.1878 -3.1745 -0.43 1.44 -0.38
C 0.9451 -1.4354 -6.1465 -0.51 -0.78 -3.07
H 0.2234 -2.2826 -6.1686 0.28 0.70 0.63
H 1.2186 1.0039 -2.7153 1.08 1.34 -1.46
H 1.2284 3.6060 -4.4952 -0.16 1.04 -0.09
C -0.7754 2.7359 -3.6697 0.53 -0.71 0.58
C -2.3473 2.8341 -5.8704 -0.19 0.17 0.17
C -1.7905 1.5832 -3.1428 0.57 -1.79 2.24
P 0.7400 -1.7961 -2.9637 -0.08 -3.98 0.52
H -2.6517 2.1649 -2.8054 0.19 -0.22 0.23
H 2.0148 -3.9031 -2.8423 -0.15 -0.18 0.08
H 0.1300 4.1699 -6.5007 -0.54 -0.90 0.77
C -1.2351 0.4094 -5.3531 -4.77 -1.86 -1.40
H 1.1919 0.3620 -7.5239 0.06 -0.73 0.09
H 2.1908 -0.2653 -4.5420 -0.19 -0.42 -0.43
H 0.6573 -3.9031 -1.1916 0.10 -0.98 0.76
C 1.5571 0.5660 -4.8380 1.44 1.72 1.14
H -1.3067 1.0582 -2.2238 -1.09 0.82 -1.45
H -2.2902 3.9320 -5.8465 0.08 -0.39 -0.31
H -3.3503 0.9778 -4.5990 1.20 -0.67 -0.55
C 1.7059 1.5534 -3.6086 -0.83 0.63 -1.67
H -2.5311 2.4186 -6.8800 -0.17 0.41 0.53
H 3.0255 -2.6346 -3.4627 0.30 -0.18 -0.03
H -1.2994 3.6645 -3.6601 0.00 0.72 0.02
H -3.1040 2.5260 -5.1269 0.26 0.55 -0.91
H -0.4752 -0.4285 -7.2799 1.05 -0.15 -1.10
C 0.4754 -3.4133 -0.2488 -0.94 -1.53 -0.87
H -0.0190 2.8566 -7.5932 -0.22 -0.34 0.40
H -0.6077 -3.3836 0.0170 0.12 -0.08 -0.41
```
Positions in Å, forces in eV/Å.

2S+1: 5
HOMO (alpha / beta) in eV: -13.84 / -15.14
M in g/mol: 595.3
Energy relative to the best compared isomer or geometry (same formula, charge and spin) in kcal/mol: 302.0
Energy in eV: -45948.85305
Total charge: +2
Expectation value of S²: 6.0716
Gap between HOMO and LUMO (alpha / beta) in eV: 6.389 / 5.707

---

Entry 5:
Here is 14 unconnected molecules or ions with the total composition C5H40N2O13S in a non-equilibrium geometry from the OMol25 dataset. Energies are from wB97M-V/def2-TZVPD.

```
61
Properties=species:S:1:pos:R:3:forces:R:3
H 0.6894 -3.2342 0.0356 0.28 -0.65 0.80
H 1.3775 -1.9266 1.9135 -0.18 0.57 -0.03
S -2.4410 -3.1548 1.2502 -0.32 -0.57 0.00
H -3.2192 -1.7815 -0.4925 0.36 -0.03 -0.09
H -0.1639 -4.8021 -1.7846 -0.44 -0.24 0.28
O 0.5094 1.6216 2.5159 0.19 -0.18 0.60
N -2.6010 1.1674 2.2439 -0.33 0.30 0.87
O -0.1705 2.8674 -3.0278 -0.85 -1.59 -0.56
H -0.5216 -2.7307 -2.9366 -0.29 -0.19 -0.10
O 1.7567 -3.6509 -3.7247 0.58 0.19 0.02
H -0.0609 3.5898 -3.6434 0.45 0.47 0.65
O 2.7385 1.9951 0.9929 0.53 0.18 -0.62
H 2.3031 2.4076 0.2228 0.09 -0.03 0.60
O -0.9776 -2.5174 -3.7696 -0.10 0.68 0.36
O 0.1637 -3.9222 -1.5899 1.09 0.14 -0.67
H -1.4602 -1.6977 -3.5585 0.22 -0.48 -0.35
H 2.4212 -0.8231 1.6505 0.09 0.10 0.03
O 0.9702 4.1285 -0.8778 1.33 0.41 -1.24
C 0.1900 0.7016 -0.2368 0.85 0.32 -0.51
O -0.5316 3.4979 0.9533 -0.60 -0.04 0.81
H 0.2452 2.9295 -2.1514 0.31 1.34 -0.68
H 2.2563 -2.8215 -3.8015 -0.29 -0.35 -0.10
O 1.0240 -3.4624 0.9409 -0.42 0.58 -0.36
H 1.9408 -3.7018 0.8141 0.33 -0.22 -0.13
H 0.2412 0.2834 -2.3597 0.19 0.44 -0.16
H -1.1530 -3.4266 1.4962 0.04 0.10 -0.10
H 0.6682 0.0526 0.4970 -0.36 -0.14 -0.19
H 0.9877 -3.8991 -2.1550 -0.72 0.20 0.29
C -1.7497 -0.5887 0.6330 -0.36 1.34 -2.14
H 1.7340 -0.1797 -1.6005 -0.22 -0.22 0.46
H -1.5046 -2.2902 -0.7608 0.00 0.11 -0.32
H 4.4143 -0.3376 1.7541 0.59 0.09 0.54
H 2.0560 1.6474 1.5903 -0.35 0.30 -0.18
O -2.6673 3.1332 -1.8405 0.66 -0.75 0.09
C -2.9212 0.0303 1.4369 0.59 -0.58 -0.43
C -2.2203 -1.9013 -0.0484 0.04 0.57 0.96
H 1.0274 -3.5880 -4.3529 -0.08 0.24 -0.05
H 0.4026 1.7078 0.1678 -0.35 -0.65 -0.52
H 3.6261 0.5313 0.7480 0.12 -0.54 0.28
C 0.9393 0.5756 -1.5705 0.37 -0.55 -0.16
H 0.2606 4.0795 -0.2280 -0.48 0.03 0.90
H 1.4822 1.4821 -1.8241 -0.27 0.11 -0.29
H -0.8212 -0.8146 1.1419 -0.43 -0.26 1.14
H -1.8750 1.1448 2.9413 -0.07 -0.52 -0.12
H -3.3077 -0.8616 1.9367 -0.34 0.63 0.91
O 1.5567 -0.9740 2.0929 -0.03 -0.96 0.37
O 3.8708 -0.4101 0.9801 -0.29 0.43 -0.91
H -2.6158 2.0738 1.8104 -0.08 -0.16 -0.29
H 0.0031 3.0361 1.6367 -0.52 0.20 -0.41
H 0.1801 0.7180 2.6638 -0.04 0.03 -0.38
N -1.2481 0.4558 -0.3453 -0.33 -0.46 0.76
H -3.7405 0.3769 0.7770 0.60 -0.41 -0.17
H 0.9783 -0.5195 3.8250 -0.32 0.36 -0.08
H 0.0444 -1.2222 4.6978 -0.56 0.57 0.15
O 0.1695 -0.3197 4.3533 0.84 -1.12 0.04
H 1.0018 5.0430 -1.1862 0.07 -0.27 -0.01
H 0.6763 1.8967 3.4177 0.12 0.29 0.47
H -2.5023 2.5498 -1.0826 -0.43 0.11 0.00
H -1.9101 2.8513 -2.4046 -0.42 0.59 0.01
H -1.5475 0.2201 -1.2806 0.22 0.08 -0.17
H -0.9747 2.7639 0.5033 -0.29 0.02 0.18
```
Positions in Å, forces in eV/Å.

2S+1: 1
HOMO in eV: -8.33
M in g/mol: 368.4
Energy relative to the best compared isomer or geometry (same formula, charge and spin) in kcal/mol: 73.8
Energy in eV: -46267.56531
Gap between HOMO and LUMO in eV: 8.286

---

Entry 6:
Here is a gas-phase ion, CH6N3 (charge +1) in a non-equilibrium geometry from the OMol25 dataset. Energies are from wB97M-V/def2-TZVPD.

```
10
Properties=species:S:1:pos:R:3:forces:R:3
H 1.3941 0.0328 1.7048 0.46 0.12 0.06
N -1.4428 -0.6761 -0.8217 -2.38 -0.58 -0.50
N 1.4116 0.5613 0.8469 -1.08 0.90 -1.87
H 2.0319 1.3283 0.6502 0.44 -0.13 0.90
N -0.4675 -0.4131 0.0707 0.02 -0.24 0.22
H -0.1640 -0.9903 0.8419 -1.01 -1.35 -0.17
H -1.2095 -0.6164 -1.7803 0.73 -0.06 -0.71
C 0.3778 0.5363 -0.0309 1.70 3.99 -0.77
H 0.3392 1.5165 -0.8120 -0.18 -3.39 1.97
H -2.2709 -1.2793 -0.6698 1.31 0.74 0.87
```
Positions in Å, forces in eV/Å.

2S+1: 1
SMILES: NNC=[NH2+]
HOMO in eV: -14.17
M in g/mol: 60.1
Energy relative to the best compared isomer or geometry (same formula, charge and spin) in kcal/mol: 65.4
Energy in eV: -5596.11075
Total charge: +1
Gap between HOMO and LUMO in eV: 10.256